Below is 14 unconnected molecules or ions with the total composition C56H120O24, with properties calculated with ωB97M-V/def2-TZVPD.

Structure (XYZ):
```
200
Properties=species:S:1:pos:R:3
C 17.12805 22.92691 15.12136
C 17.04872 21.58886 15.97266
O 18.19985 21.56950 16.79809
C 18.33092 20.25435 17.26570
C 19.75446 20.06438 17.69863
H 16.31187 23.02430 14.44805
H 17.17660 23.78606 15.84247
H 18.10684 22.90556 14.67893
H 16.10785 21.52870 16.54606
H 17.10941 20.71825 15.33750
H 17.72082 20.12288 18.17378
H 18.01883 19.48457 16.57503
H 19.89820 19.05125 18.03155
H 19.91564 20.70498 18.53753
H 20.40368 20.37293 16.94328
C 25.23028 16.07449 20.58261
C 23.92316 15.30733 20.50180
O 22.86372 16.15425 20.03841
C 21.77942 15.36384 19.54016
C 20.87962 16.13626 18.60392
H 25.63320 16.32880 19.59865
H 25.15161 16.90766 21.19673
H 25.98089 15.46023 21.10747
H 24.12786 14.44191 19.85320
H 23.85195 14.89394 21.46297
H 22.18292 14.39903 19.09030
H 21.18119 15.00360 20.40368
H 21.39233 16.49468 17.70651
H 20.50599 16.97850 19.12358
H 20.08617 15.48786 18.33260
C 13.76777 18.90458 12.59041
C 14.18362 17.51298 12.97636
O 13.05087 16.67671 12.88528
C 13.40294 15.31326 13.31876
C 12.06281 14.63658 13.64130
H 13.52344 18.95362 11.53092
H 12.85578 19.21433 13.04422
H 14.52413 19.64141 12.72019
H 14.99716 17.09098 12.37942
H 14.50856 17.51092 14.04792
H 13.91609 14.82178 12.49014
H 14.12125 15.28287 14.21544
H 11.46474 14.69310 12.74040
H 11.50233 15.09780 14.45911
H 12.23584 13.62708 13.92369
C 17.42978 19.24434 12.30118
C 18.55927 20.20011 12.04812
O 19.42972 20.27499 13.12322
C 20.45888 21.29306 12.98148
C 20.98598 21.69930 14.34106
H 16.60067 19.47815 11.64980
H 17.63520 18.17243 12.10546
H 17.04307 19.35025 13.29818
H 19.09692 19.82563 11.15910
H 18.14410 21.23560 11.76091
H 21.35858 20.83469 12.51151
H 20.17402 22.14783 12.33194
H 20.28135 22.26333 14.94941
H 21.86588 22.35009 14.18983
H 21.27918 20.77404 14.87891
O 23.83364 20.78710 13.11184
C 24.95136 20.34119 13.04937
O 25.63625 19.69673 13.96977
C 24.96541 19.44077 15.22620
C 24.38161 18.02087 15.23861
C 25.80028 20.62811 11.82549
H 24.28416 20.24964 15.45121
H 25.72025 19.45688 16.04917
H 25.20617 17.32691 15.20689
H 23.71656 17.78995 14.37193
H 23.81868 17.88587 16.15770
H 26.72189 21.21201 12.13674
H 25.20321 21.36616 11.20665
H 26.09305 19.69464 11.33590
O 11.34380 18.92571 18.18385
C 11.47349 19.03821 16.98707
O 10.51877 19.61816 16.25298
C 9.32215 20.08206 16.95736
C 9.53657 21.51500 17.43332
C 12.57174 18.50574 16.18189
H 8.96667 19.50920 17.84599
H 8.61581 19.98891 16.14465
H 10.39510 21.61136 18.13704
H 8.63267 21.78005 17.99911
H 9.58902 22.26460 16.61148
H 13.00595 19.26325 15.54337
H 12.28764 17.79692 15.38962
H 13.30328 18.03705 16.85758
O 23.36680 16.03744 10.92887
C 23.41841 17.25782 11.11919
O 24.57602 17.85152 11.38100
C 25.72772 16.89897 11.46719
C 26.33439 16.64546 10.12686
C 22.22806 18.13346 11.12508
H 25.31179 16.02183 11.89418
H 26.43577 17.35769 12.12620
H 27.25010 16.02621 10.23585
H 26.46287 17.59577 9.60591
H 25.71822 16.02776 9.45254
H 22.15133 18.27408 10.08548
H 22.39893 19.07969 11.62333
H 21.43306 17.57405 11.48812
O 19.09908 16.69955 21.57773
C 17.88659 16.69526 21.66059
O 17.22001 17.25470 22.66886
C 18.01800 18.08312 23.57372
C 17.10484 18.60666 24.64562
C 17.00603 16.04088 20.65962
H 18.54573 18.90941 23.05041
H 18.84450 17.48888 23.93881
H 17.75198 19.08313 25.35550
H 16.60619 17.71716 25.10196
H 16.40239 19.21880 24.13205
H 17.32704 15.05974 20.54497
H 17.15647 16.55480 19.71914
H 15.96428 16.17224 20.93894
O 14.80829 9.25393 12.58537
C 14.74748 10.40621 12.25418
O 14.57180 11.49671 13.08572
C 14.49594 11.06672 14.58870
C 14.80963 12.25916 15.45324
C 15.08591 11.00095 10.88312
H 15.21530 10.26603 14.63773
H 13.46129 10.66525 14.64488
H 14.82144 12.03192 16.51618
H 14.12408 13.09263 15.27567
H 15.80066 12.66386 15.24132
H 15.55981 10.30606 10.23251
H 15.54952 11.99240 11.06860
H 14.06878 11.22409 10.49692
O 16.70989 14.24309 13.48338
C 17.75463 13.67413 13.31743
O 18.65317 14.13725 12.37517
C 18.04013 15.16278 11.55690
C 16.93704 14.70610 10.64315
C 18.31426 12.54450 14.08693
H 18.81006 15.57726 10.96262
H 17.63840 15.92338 12.23766
H 16.87339 15.43129 9.84566
H 16.00219 14.60831 11.20452
H 17.24728 13.79374 10.17233
H 17.81473 11.54072 13.80621
H 18.14059 12.75110 15.18387
H 19.39094 12.40568 13.96333
O 22.59777 14.32625 15.18962
C 23.22539 13.51478 14.59219
O 24.24822 12.80154 15.12675
C 24.75829 13.21052 16.41443
C 25.88512 12.26765 16.65236
C 23.06256 13.16120 13.11364
H 23.99426 13.11692 17.20170
H 25.08609 14.25706 16.39582
H 26.62636 12.37395 15.83537
H 25.51368 11.18415 16.62248
H 26.38530 12.41074 17.65839
H 23.23351 14.07904 12.55569
H 22.03523 12.91087 12.77576
H 23.81072 12.42502 12.81999
O 14.64579 11.92691 18.86629
C 15.01634 12.30102 19.99019
O 16.27795 12.55324 20.22450
C 17.34593 12.24559 19.21740
C 18.64288 12.37169 19.86331
C 14.17390 12.79027 21.14912
H 17.26840 12.89249 18.31561
H 17.06399 11.22595 18.89033
H 18.85328 13.41494 20.22606
H 19.31259 12.17811 19.04927
H 18.82120 11.68747 20.71558
H 13.23994 12.27207 21.16248
H 13.98800 13.85666 20.81697
H 14.79740 12.78208 22.05146
O 21.08795 11.11931 14.78514
C 21.25569 11.18592 15.96481
O 21.94815 10.25074 16.60231
C 22.51504 9.21589 15.72636
C 21.52752 8.07698 15.59149
C 20.77573 12.32262 16.86201
H 23.47754 8.85104 16.10574
H 22.65135 9.72365 14.76845
H 21.84421 7.29981 14.89905
H 20.62165 8.49430 15.27146
H 21.36339 7.67823 16.58907
H 21.18837 12.21419 17.86172
H 19.68528 12.48330 16.86309
H 21.27892 13.22425 16.55148
O 18.60846 14.51048 16.85218
C 18.03127 15.41177 16.32827
O 18.56226 16.11647 15.33491
C 19.89848 15.68798 14.93450
C 20.39872 16.72008 13.94741
C 16.72186 15.91738 16.67146
H 19.99479 14.64232 14.55805
H 20.60502 15.75549 15.74586
H 21.30888 16.31220 13.61361
H 20.41386 17.68668 14.47161
H 19.69523 16.92656 13.12450
H 16.18430 15.34506 17.41470
H 16.00340 16.08248 15.84444
H 16.88764 16.88406 17.11114
```

Properties
Total energy: -4011.44093 a.u.
Energy above the lowest of the compared OMol25 structures with the same formula, charge and spin: 61.98 kcal per mole
Multiplicity: 1
LUMO energy: 0.51 eV
Orbital gap: 10.01 eV

Atom charges from the Löwdin analysis, given in e for atoms 1 to 4: atom 1 (C): -0.04, atom 2 (C): -0.25, atom 3 (O): -0.14, atom 4 (C): -0.30